No. 1
{"formula": "C6H8NO5", "method": "wB97M-V/def2-TZVPD", "e_above_lowest_ev": 1.935, "smiles": "O=C([O-])C(=O)CCC/C=[N+](\\[O-])O", "total_charge": -1, "orbital_gap_ha": 0.287, "lumo_ev": 3.390, "elements": ["O", "C", "O", "C", "O", "C", "C", "C", "C", "N", "O", "O", "H", "H", "H", "H", "H", "H", "H", "H"], "positions_angstrom": [[-3.14638, -2.54141, -1.50992], [-2.50772, -1.94766, -0.64146], [-2.65566, -0.80514, -0.16619], [-1.22338, -2.65339, -0.07622], [-1.13870, -3.63999, 0.61984], [0.01356, -1.79652, -0.44256], [0.30050, -0.72191, 0.62764], [0.86117, 0.60653, 0.05222], [-0.23223, 1.61326, -0.12610], [-0.20658, 2.76818, 0.42805], [0.71755, 3.34483, 0.98999], [-1.41713, 3.52355, 0.35092], [-0.20142, -1.30344, -1.39148], [0.88568, -2.44521, -0.56632], [1.00975, -1.12768, 1.35081], [-0.62491, -0.50763, 1.16134], [1.60830, 1.03754, 0.72294], [1.34899, 0.40475, -0.90411], [-1.14725, 1.25384, -0.57439], [-2.14897, 2.90725, 0.20338]], "atomic_forces_ev_per_a": [[-0.16, -0.30, -0.28], [0.25, -0.74, 0.23], [0.03, 0.66, 0.27], [0.16, 0.97, -0.20], [-0.10, 0.07, -0.18], [-0.11, -0.21, 0.18], [0.03, 0.01, -0.04], [0.11, 0.10, 0.33], [-0.05, -1.30, -0.15], [-0.66, -0.28, -0.51], [0.24, 0.52, 0.40], [0.23, 0.55, 0.16], [0.00, -0.03, -0.08], [-0.05, 0.00, -0.03], [0.01, 0.04, 0.01], [0.02, 0.00, 0.02], [-0.03, -0.03, -0.09], [0.07, 0.06, -0.04], [-0.22, 0.20, 0.00], [0.23, -0.29, 0.02]], "nbo_charge": [-0.722, 0.676, -0.792, 0.514, -0.580, -0.506, -0.390, -0.448, -0.042, 0.366, -0.506, -0.570, 0.207, 0.202, 0.200, 0.241, 0.231, 0.211, 0.230, 0.478]}

No. 2
{"formula": "C13H17NSe", "method": "wB97M-V/def2-TZVPD", "e_above_lowest_ev": 2.949, "total_charge": 0, "orbital_gap_ha": 0.278, "lumo_ev": -1.306, "elements": ["C", "C", "C", "C", "C", "C", "C", "C", "C", "C", "C", "C", "C", "N", "Se", "H", "H", "H", "H", "H", "H", "H", "H", "H", "H", "H", "H", "H", "H", "H", "H", "H"], "positions_angstrom": [[1.97766, 1.58551, 0.72530], [0.29382, 0.91975, -3.95617], [-0.60337, 0.20629, -3.18946], [1.14229, 1.80621, -3.30800], [-0.82442, 0.54129, -1.85319], [0.91333, 2.21537, -1.98846], [-0.04036, 1.53657, -1.19025], [-1.60109, -2.94161, 2.30745], [-0.53547, 3.25237, 0.65816], [-0.09004, -3.27415, 2.20769], [0.63369, -1.99149, 2.22804], [0.24943, -1.19144, 0.93592], [-0.32317, 1.82559, 0.18069], [3.10513, 1.37808, 0.58652], [-0.91654, 0.38926, 1.36522], [0.48718, 0.66613, -4.90604], [-1.21055, -0.53618, -3.64975], [1.89147, 2.33459, -3.91173], [-1.18601, -0.27931, -1.18471], [1.49656, 2.95811, -1.55285], [-1.98130, -2.53430, 1.38492], [-1.95332, -2.14421, 3.01669], [-2.27946, -3.83091, 2.32267], [-0.17200, 3.37378, 1.71897], [-0.03130, 3.94225, -0.00699], [-1.63779, 3.50385, 0.67799], [0.04897, -3.99351, 2.94271], [0.09421, -3.71154, 1.19218], [1.76400, -2.15889, 2.54975], [0.25979, -1.22276, 3.07938], [1.20220, -0.77671, 0.49828], [-0.17356, -1.84798, 0.11908]], "atomic_forces_ev_per_a": [[-1.79, 0.53, -0.30], [0.24, 0.27, 3.77], [-0.70, 1.09, 0.32], [-0.33, 1.65, 0.07], [1.92, -1.51, 1.40], [-1.27, -1.61, -0.69], [-0.70, -0.67, -3.06], [-1.63, -0.36, -0.72], [-0.76, -0.50, 1.29], [-2.78, 0.63, -1.68], [1.20, 2.82, 2.61], [2.09, 0.11, -1.24], [2.07, -0.51, 2.37], [0.54, -0.15, 0.07], [0.17, 0.22, -0.46], [0.44, -0.80, -3.45], [-0.28, -0.69, -0.16], [-0.16, -0.29, 0.46], [-0.79, 1.21, -0.77], [1.10, 1.06, 0.66], [0.24, 0.49, -0.79], [0.80, -1.10, 0.06], [0.73, 0.41, 0.79], [-0.30, -0.17, -1.24], [0.07, 0.10, -0.04], [1.00, -0.40, -0.24], [1.22, -1.10, 1.45], [-0.15, -0.12, 0.92], [-2.02, 0.75, -1.56], [0.77, -2.16, -1.30], [-1.03, 0.07, 0.38], [0.09, 0.75, 1.10]], "nbo_charge": [0.004, -0.173, -0.206, -0.189, -0.171, -0.135, -0.225, -0.629, -0.712, -0.417, -0.423, -0.572, 0.145, -0.544, 0.407, 0.208, 0.216, 0.221, 0.223, 0.228, 0.201, 0.212, 0.217, 0.264, 0.241, 0.248, 0.218, 0.198, 0.243, 0.208, 0.274, 0.220]}

No. 3
{"formula": "C4H8NO", "method": "wB97M-V/def2-TZVPD", "e_above_lowest_ev": 4.215, "total_charge": 1, "orbital_gap_ha": 0.355, "lumo_ev": -5.934, "elements": ["C", "C", "C", "C", "N", "O", "H", "H", "H", "H", "H", "H", "H", "H"], "positions_angstrom": [[2.20644, 0.32407, -0.15443], [-1.27480, -0.55775, -0.41141], [0.15653, -1.01301, 0.11852], [-1.35908, 0.91166, 0.22679], [0.97626, 0.10320, -0.03672], [-0.13365, 1.50578, 0.03560], [2.82176, 1.29910, -0.06353], [3.01603, -0.43179, -0.04354], [-1.30369, -0.27429, -1.45935], [-2.17271, -1.05705, -0.04707], [0.17859, -1.16914, 1.29454], [0.56586, -1.91585, -0.33004], [-2.01376, 1.49569, -0.33758], [-1.66376, 0.77939, 1.20822]], "atomic_forces_ev_per_a": [[2.43, 1.13, 1.41], [0.65, 2.28, 1.07], [-2.25, -0.91, 2.43], [1.38, -2.63, -1.12], [-0.31, 4.01, -0.58], [3.12, -2.23, -0.02], [-2.24, -0.78, -0.57], [-1.29, -0.52, -0.55], [0.24, -1.13, -0.38], [0.49, -0.64, -0.32], [-0.58, 0.02, -2.28], [0.02, 0.16, -0.33], [-1.38, 0.92, -1.00], [-0.29, 0.33, 2.24]], "nbo_charge": [0.050, -0.382, -0.287, -0.095, -0.043, -0.255, 0.284, 0.255, 0.241, 0.261, 0.259, 0.284, 0.245, 0.182]}

No. 4
{"formula": "C3H8N4S", "method": "wB97M-V/def2-TZVPD", "e_above_lowest_ev": 0.747, "smiles": "[H]/N=C(\\CNC=S)NN", "total_charge": 0, "orbital_gap_ha": 0.341, "lumo_ev": 0.545, "elements": ["H", "N", "C", "C", "N", "C", "S", "N", "N", "H", "H", "H", "H", "H", "H", "H"], "positions_angstrom": [[0.67554, 3.30925, 0.51282], [0.40830, 2.67699, 1.26201], [0.10416, 1.53181, 0.78723], [0.05172, 1.17658, -0.69646], [0.41105, -0.18693, -0.99374], [-0.41183, -1.12685, -1.47657], [-0.01706, -2.66958, -1.83641], [-0.31939, 0.52765, 1.61790], [-0.20933, 0.67894, 2.99765], [0.70673, 1.86113, -1.23282], [-0.97685, 1.32800, -1.05697], [1.37601, -0.44842, -0.89030], [-1.44840, -0.74610, -1.59504], [-0.21442, -0.42402, 1.28708], [0.63755, 1.21395, 3.19019], [-0.98195, 1.25374, 3.29569]], "atomic_forces_ev_per_a": [[-0.01, 0.04, 0.04], [0.05, -0.16, -0.24], [-0.23, -0.03, 0.10], [-0.37, 0.18, 0.05], [0.10, -0.12, -0.04], [-0.70, 0.18, -0.02], [0.01, 0.14, 0.02], [0.16, -0.25, -0.65], [0.24, -0.14, 0.27], [-0.01, 0.07, -0.07], [0.29, 0.06, 0.14], [0.24, -0.15, 0.03], [0.55, -0.25, 0.02], [-0.05, 0.26, 0.16], [-0.13, -0.01, 0.01], [-0.14, 0.18, 0.17]], "nbo_charge": [0.340, -0.728, 0.406, -0.284, -0.578, -0.077, -0.130, -0.454, -0.634, 0.215, 0.229, 0.408, 0.188, 0.388, 0.357, 0.353]}

No. 5
{"formula": "C6H11F3N2", "method": "wB97M-V/def2-TZVPD", "e_above_lowest_ev": 0.866, "total_charge": 0, "orbital_gap_ha": 0.341, "lumo_ev": 0.873, "elements": ["C", "C", "C", "C", "C", "C", "N", "N", "F", "F", "F", "H", "H", "H", "H", "H", "H", "H", "H", "H", "H", "H"], "positions_angstrom": [[-1.58413, 0.67632, 1.86949], [-1.40333, 0.23542, 0.67696], [2.27311, -1.67749, -0.07123], [0.71254, -1.26601, -0.06925], [0.64668, 0.28579, 0.16238], [-2.39988, -0.34723, -0.17650], [0.98734, 2.40851, -0.92904], [1.02533, 0.99604, -0.98037], [-3.68083, 0.12729, 0.21418], [-2.12117, 0.03712, -1.42043], [-2.59311, -1.67458, -0.20282], [-2.59310, 0.72293, 2.33605], [-0.91779, 1.12789, 2.44107], [2.54403, -2.14225, -1.02885], [2.54762, -2.34210, 0.87351], [2.77458, -0.68447, -0.04060], [0.23530, -1.55720, -1.02062], [0.16523, -1.69402, 0.77221], [0.85393, 0.69140, 1.09816], [0.07644, 2.74834, -1.09016], [1.76557, 2.77108, -1.53721], [0.68566, 0.55722, -1.87695]], "atomic_forces_ev_per_a": [[-4.93, -0.67, 0.06], [4.64, -0.23, -1.03], [-0.94, 0.03, 1.36], [1.99, 0.94, 0.71], [-4.29, -2.36, -2.83], [-2.44, 0.44, 0.52], [2.55, -0.84, -0.10], [-0.51, -0.65, -0.31], [1.11, -0.21, -1.07], [-0.65, 0.10, -1.00], [0.74, -0.09, 0.12], [0.50, -0.34, -0.37], [3.48, 1.85, 2.30], [0.05, -0.17, 0.54], [-0.45, 1.42, -2.21], [0.26, -0.99, 0.20], [0.06, 0.30, 0.48], [0.18, -0.28, -0.31], [0.92, 0.64, 1.27], [-0.99, 0.69, -0.62], [-1.68, -0.28, 0.86], [0.40, 0.69, 1.43]], "nbo_charge": [-0.373, -0.192, -0.628, -0.443, 0.121, 0.915, -0.667, -0.471, -0.365, -0.325, -0.319, 0.194, 0.180, 0.213, 0.217, 0.214, 0.212, 0.230, 0.202, 0.356, 0.369, 0.361]}

No. 6
{"formula": "C22H27N2O", "method": "wB97M-V/def2-TZVPD", "e_above_lowest_ev": 1.218, "total_charge": 1, "orbital_gap_ha": 0.162, "lumo_ev": -5.230, "elements": ["C", "C", "C", "C", "C", "C", "C", "C", "C", "C", "C", "H", "H", "H", "H", "H", "H", "H", "H", "H", "H", "H", "C", "C", "N", "C", "C", "C", "C", "N", "C", "C", "C", "C", "C", "O", "H", "H", "H", "H", "H", "H", "H", "H", "H", "H", "H", "H", "H", "H", "H", "H"], "positions_angstrom": [[0.89776, -2.03821, 1.92966], [2.45460, -2.07646, 2.22982], [3.06290, -2.16496, 0.87510], [2.09532, -2.14224, -0.11124], [0.79820, -2.10809, 0.44282], [-0.41637, -2.36678, -0.27034], [-0.39740, -2.58888, -1.67655], [-1.55768, -2.92780, -2.36566], [-2.77961, -3.01967, -1.68485], [-2.82419, -2.80584, -0.30033], [-1.66625, -2.48947, 0.39932], [0.38978, -2.88569, 2.42039], [0.45382, -1.10586, 2.31328], [2.76193, -1.15157, 2.74029], [2.70470, -2.92723, 2.88065], [4.13246, -2.24651, 0.70933], [2.29357, -2.18080, -1.18123], [0.54855, -2.50643, -2.21613], [-1.51291, -3.11347, -3.44263], [-3.68373, -3.29633, -2.22722], [-3.77005, -2.88867, 0.23652], [-1.69297, -2.36025, 1.48427], [-1.39024, 1.60541, -3.57409], [-1.85288, 0.83774, -2.35185], [-1.43786, 1.50639, -1.10360], [-2.34027, 2.53987, -0.56911], [-3.24401, 1.95912, 0.50372], [-0.18220, 1.22559, -0.61090], [0.08952, 1.60356, 0.74373], [1.38029, 1.80539, 1.20466], [2.46845, 1.66255, 0.36066], [3.74930, 1.84496, 0.82486], [3.98006, 2.10682, 2.17475], [2.87678, 2.24920, 3.02065], [1.58952, 2.12018, 2.53969], [0.61795, 0.60784, -1.36780], [-1.69415, 1.08593, -4.48472], [-1.83165, 2.60835, -3.56833], [-0.29788, 1.67901, -3.55053], [-2.94942, 0.75413, -2.31824], [-1.44348, -0.18194, -2.33350], [-1.74827, 3.38519, -0.18424], [-2.94706, 2.90334, -1.41381], [-3.93934, 2.71658, 0.87457], [-3.82126, 1.12991, 0.07576], [-2.66757, 1.57319, 1.34877], [-0.72762, 1.89343, 1.41018], [2.23772, 1.39561, -0.65916], [4.54269, 1.78452, 0.08789], [4.99302, 2.21706, 2.53764], [3.01257, 2.48462, 4.07401], [0.68489, 2.28767, 3.12307]], "atomic_forces_ev_per_a": [[1.04, 0.09, 0.57], [-1.21, 0.19, -0.11], [-1.36, 0.09, -0.46], [1.23, 0.14, -0.01], [-0.34, -0.80, 0.24], [-0.56, 0.01, -0.55], [0.01, -0.03, 0.15], [0.12, 0.08, 0.06], [0.48, -0.06, 0.18], [0.09, 0.14, 0.12], [0.33, 0.03, -0.05], [0.07, 0.35, -0.28], [-0.01, -0.25, -0.18], [0.16, -0.25, -0.06], [0.11, 0.25, -0.21], [-0.14, 0.04, -0.08], [0.04, 0.04, 0.41], [-0.44, 0.01, 0.11], [-0.02, 0.09, 0.43], [0.22, 0.13, 0.16], [0.29, 0.00, -0.17], [-0.13, 0.02, -0.38], [0.07, -0.05, 0.00], [0.07, 0.00, 0.65], [-0.05, -0.03, -0.06], [0.44, -0.39, -0.07], [-0.34, 0.05, -0.01], [-0.27, -0.27, -0.81], [-0.28, 0.34, 0.06], [0.00, -0.40, 0.07], [-0.22, 0.21, 0.61], [-0.21, 0.03, 0.40], [-0.04, -0.01, -0.21], [-0.06, 0.03, 0.00], [0.35, -0.04, -0.86], [-0.27, 0.07, 0.65], [0.00, 0.11, -0.04], [0.14, -0.12, -0.13], [-0.24, 0.06, -0.08], [0.21, 0.02, -0.05], [-0.10, 0.40, -0.10], [-0.17, -0.27, -0.16], [0.25, -0.01, 0.30], [0.00, -0.11, 0.01], [0.04, 0.13, 0.17], [-0.14, 0.03, -0.10], [0.70, -0.04, -0.24], [-0.11, 0.08, 0.10], [0.05, -0.05, 0.24], [-0.10, 0.05, 0.11], [-0.04, -0.03, -0.23], [0.36, -0.14, -0.13]], "nbo_charge": [-0.501, -0.475, 0.074, -0.296, 0.328, -0.100, -0.096, -0.232, -0.103, -0.228, -0.118, 0.265, 0.278, 0.263, 0.262, 0.240, 0.253, 0.227, 0.242, 0.238, 0.239, 0.223, -0.622, -0.205, -0.448, -0.214, -0.612, 0.608, -0.340, -0.226, -0.030, -0.201, -0.231, -0.217, -0.009, -0.746, 0.212, 0.205, 0.229, 0.189, 0.211, 0.209, 0.209, 0.220, 0.207, 0.195, 0.208, 0.280, 0.237, 0.235, 0.241, 0.225]}